Model w:
13
Properties=species:S:1:pos:R:3:nbo_charge:R:1 method="wB97M-V/def2-TZVPD" gap_ev="6.35 / 7.30" lumo_ha="-0.039 / -0.016"
C -0.911 -1.654 0.020 -0.0370
C 0.067 -0.620 -0.013 -0.4246
C -0.703 0.611 -0.035 0.3565
C 2.740 0.204 0.062 -0.6667
N -2.120 -1.185 0.034 -0.2197
N -2.007 0.160 -0.008 -0.4282
N -0.309 1.828 -0.091 -0.7127
S 1.700 -1.069 -0.054 0.7021
H -0.727 -2.709 0.039 0.2093
H 3.788 -0.015 0.012 0.2285
H 2.385 1.214 0.124 0.2532
H -2.830 0.738 0.040 0.4023
H -1.072 2.495 -0.130 0.3370



Model x:
13
Properties=species:S:1:pos:R:3:nbo_charge:R:1 method="wB97M-V/def2-TZVPD" gap_ev=9.00 smiles="N#C[C@H]1CN1C(N)=S" lumo_ha=-0.003
C 1.167 -0.432 -0.259 0.1953
C -0.794 1.001 0.234 -0.2264
C -1.399 -0.170 -0.663 -0.1665
C -1.492 -1.437 0.022 0.2510
H 2.693 0.140 0.628 0.3941
H 1.927 1.589 0.194 0.3819
H -0.326 0.897 1.280 0.2531
H -1.133 1.898 -0.079 0.1978
H -2.056 0.121 -1.439 0.2505
N 1.730 0.444 0.647 -0.8159
N 0.001 0.325 -0.876 -0.4182
N -1.812 -2.338 0.635 -0.2838
S 1.494 -2.036 -0.323 -0.0129



Model y:
13
Properties=species:S:1:pos:R:3:nbo_charge:R:1 method="wB97M-V/def2-TZVPD" gap_ev="7.97 / 7.97" lumo_ha="-0.007 / -0.007"
C -1.128 1.359 -0.059 0.2694
C -4.687 0.207 0.154 0.2198
C 1.662 -0.920 -0.081 -0.2185
C -0.384 0.172 -0.018 -0.3074
N -1.693 2.372 -0.168 -0.4111
N -4.354 1.353 0.102 -0.6497
N 0.938 0.158 -0.179 -0.3332
S -5.285 -1.218 -0.058 -0.0378
H 1.328 -1.929 0.135 0.2045
H 2.658 -0.797 -0.138 0.1830
H -0.705 -0.745 0.209 0.2143
H -3.415 1.739 0.084 0.4315
H 1.392 1.081 -0.178 0.4351



The data favor model w; the next most stable structure lies 0.0119 hartree above it.



Model w:
13
Properties=species:S:1:pos:R:3:nbo_charge:R:1 method="wB97M-V/def2-TZVPD" gap_ev=8.46 lumo_ha=-0.046
C -1.324 1.094 -1.497 -0.4720
C -0.703 -0.503 0.109 0.2590
C 1.591 -0.430 1.039 -0.0229
C 1.247 -1.583 1.854 0.1968
H -2.234 1.326 -2.075 0.2218
H -1.084 2.013 -0.890 0.1938
H -0.504 0.887 -2.192 0.1950
H -0.889 -1.343 0.771 0.2005
H 0.833 0.837 -0.326 0.4255
N -1.601 -0.055 -0.660 -0.4110
N 0.594 0.030 0.222 -0.5873
N 0.992 -2.503 2.514 -0.2316
S 3.081 0.229 1.131 0.0324



Model x:
13
Properties=species:S:1:pos:R:3:nbo_charge:R:1 method="wB97M-V/def2-TZVPD" gap_ev=10.02 lumo_ha=0.018
C 1.982 -0.343 0.107 0.2646
C 0.059 1.200 -0.087 0.1354
C -1.601 -0.891 0.180 -0.3184
C 0.667 -0.297 -0.412 -0.2175
N 3.019 -0.258 0.560 -0.2761
N 0.722 2.184 -0.389 -0.6417
N -0.164 -1.365 0.059 -0.5879
S -1.537 0.965 0.493 0.2085
H -2.174 -1.062 -0.790 0.2134
H -2.094 -1.353 1.016 0.2240
H 0.617 -0.136 -1.542 0.2481
H 0.355 3.122 -0.091 0.3658
H 0.147 -1.767 0.896 0.3819



The data favor model w; the next most stable structure lies 0.0112 hartree above it.